DFT (ωB97M-V/def2-TZVPD) results for a structure of composition C42H35AsClEuN9S2 at a distorted geometry.

```
! wB97M-V def2-TZVPD RIJCOSX def2/J DEFGRID3
* xyz 2 8
Eu -0.60 0.18 0.55
N -1.19 3.23 3.80
C -0.54 2.14 3.39
N -0.91 1.88 2.14
C -1.74 2.92 1.82
N -1.93 3.82 2.81
C -2.29 3.07 0.48
C -3.08 4.20 0.25
N -3.73 4.37 -0.88
C -3.55 3.49 -1.86
C -2.74 2.37 -1.64
N -2.16 2.13 -0.45
H -1.13 3.64 4.73
H 0.16 1.56 3.99
H -3.17 4.98 1.01
H -4.09 3.72 -2.79
H -2.57 1.61 -2.43
S -1.77 -3.48 3.88
C -0.89 -2.07 3.23
N -1.60 -1.23 2.53
C -2.99 -1.53 2.58
C -4.00 -0.84 1.90
C -5.28 -1.47 1.89
C -5.53 -2.69 2.58
C -4.50 -3.30 3.28
C -3.24 -2.73 3.30
H 0.19 -1.98 3.30
H -3.78 0.09 1.39
H -6.05 -0.98 1.29
H -6.51 -3.18 2.57
H -4.70 -4.21 3.82
C 6.07 1.00 -2.97
C 5.45 -0.22 -3.23
C 4.08 -0.37 -2.95
C 3.37 0.67 -2.34
C 4.02 1.87 -2.06
C 5.33 2.05 -2.40
As 1.44 0.54 -1.92
C 0.95 -1.03 -2.99
C 1.16 -2.35 -2.63
C 0.61 -3.37 -3.41
C -0.30 -3.07 -4.46
C -0.51 -1.75 -4.82
C 0.10 -0.71 -4.08
C -0.08 0.72 -4.31
C -0.92 1.27 -5.31
C -1.01 2.66 -5.42
C -0.27 3.51 -4.56
C 0.54 2.93 -3.58
C 0.63 1.56 -3.41
H 7.15 1.11 -3.09
H 6.01 -1.05 -3.64
H 3.55 -1.27 -3.25
H 3.46 2.68 -1.60
H 5.79 3.01 -2.27
H 1.75 -2.56 -1.75
H 0.84 -4.41 -3.15
H -0.82 -3.86 -5.01
H -1.13 -1.49 -5.65
H -1.45 0.62 -6.01
H -1.64 3.14 -6.15
H -0.28 4.59 -4.65
H 1.16 3.56 -2.97
C 6.19 -0.40 4.41
C 4.71 -0.11 4.26
C 3.99 0.54 5.28
C 2.58 0.65 5.11
N 1.99 0.26 3.95
C 2.67 -0.31 2.98
S 1.98 -0.94 1.50
N 4.06 -0.46 3.12
C 1.71 1.22 6.15
H 6.52 0.01 5.38
H 6.80 0.06 3.59
H 6.38 -1.51 4.40
H 4.44 0.84 6.21
H 4.54 -0.89 2.35
H 2.25 1.35 7.08
H 0.83 0.55 6.32
H 1.35 2.24 5.84
Cl -2.19 -5.53 0.04
C -2.60 -4.00 -0.68
C -3.65 -3.87 -1.63
C -3.88 -2.58 -2.16
C -3.06 -1.52 -1.79
N -2.00 -1.68 -0.93
C -1.73 -2.92 -0.46
H -4.26 -4.73 -1.87
H -4.70 -2.38 -2.86
H -3.18 -0.52 -2.22
H -0.86 -3.02 0.18
*
```

Values from the calculation:
LUMO level (alpha / beta)   -5.389 / -5.388 eV
HOMO-LUMO gap (alpha / beta)   6.971 / 6.975 eV
Electronic energy   -171883.6926 eV

---

DFT (ωB97M-V/def2-TZVPD) results for a structure of composition C42H35B2BrF8MnN7O14 at a distorted geometry.

```
! wB97M-V def2-TZVPD RIJCOSX def2/J DEFGRID3
* xyz -1 6
Mn 0.63 -0.24 -1.08
Br -1.11 0.56 -2.79
B 0.50 1.62 0.65
F 1.31 1.44 -0.33
F -0.17 2.80 0.37
F -0.30 0.58 0.61
F 1.23 1.69 1.76
B 2.35 -1.27 -2.61
F 1.54 -1.91 -1.75
F 2.38 0.05 -2.21
F 3.63 -1.76 -2.40
F 1.94 -1.41 -3.87
C -6.29 -0.84 1.34
C -5.29 0.09 0.82
C -4.89 0.00 -0.55
C -5.58 -0.90 -1.39
C -6.63 -1.66 -0.89
C -6.99 -1.64 0.46
N -5.30 -0.93 -2.91
O -6.01 -1.60 -3.67
O -4.24 -0.44 -3.25
H -6.59 -0.69 2.37
H -4.80 0.83 1.43
H -4.08 0.61 -0.93
H -7.24 -2.28 -1.52
H -7.88 -2.15 0.80
C 1.99 -1.02 6.07
C 0.95 -1.39 5.15
C 1.20 -1.38 3.78
C 2.41 -0.83 3.26
C 3.34 -0.35 4.21
C 3.10 -0.43 5.57
N 2.74 -0.93 1.84
O 3.86 -0.65 1.52
O 1.82 -1.26 1.02
H 1.79 -1.10 7.13
H -0.01 -1.74 5.48
H 0.39 -1.72 3.14
H 4.25 0.08 3.82
H 3.88 -0.11 6.24
C 0.67 4.19 -2.41
C 1.76 4.52 -3.20
C 1.72 5.56 -4.12
C 0.56 6.25 -4.24
C -0.59 5.89 -3.54
C -0.54 4.84 -2.59
N 0.53 7.44 -5.18
O 1.49 7.62 -5.97
O -0.49 8.19 -5.12
H 0.70 3.37 -1.70
H 2.67 3.96 -3.05
H 2.59 5.76 -4.72
H -1.54 6.35 -3.74
H -1.39 4.47 -2.03
C -1.06 1.34 4.59
C -1.78 0.70 3.65
C -2.85 -0.19 4.02
C -3.17 -0.38 5.38
C -2.37 0.21 6.34
C -1.39 1.12 5.97
N -4.33 -1.29 5.84
O -4.80 -2.09 5.04
O -4.73 -1.16 7.02
H -0.24 1.99 4.28
H -1.59 0.82 2.59
H -3.40 -0.62 3.20
H -2.52 -0.20 7.33
H -0.90 1.61 6.80
C 4.76 4.75 -0.63
C 3.55 4.53 0.02
C 2.61 5.62 0.12
C 2.93 6.74 -0.63
C 4.14 6.91 -1.31
C 5.07 5.95 -1.30
N 1.95 7.85 -0.70
O 2.01 8.59 -1.69
O 1.13 8.00 0.24
H 5.52 3.98 -0.62
H 3.37 3.60 0.53
H 1.61 5.49 0.51
H 4.18 7.90 -1.75
H 5.95 6.09 -1.92
C -3.14 -5.75 -2.46
C -4.10 -4.88 -1.87
C -3.68 -3.79 -1.14
C -2.28 -3.46 -1.00
C -1.37 -4.34 -1.61
C -1.75 -5.45 -2.36
N -1.83 -2.32 -0.17
O -2.59 -1.91 0.68
O -0.77 -1.80 -0.49
H -3.32 -6.71 -2.93
H -5.15 -5.08 -2.02
H -4.44 -3.23 -0.62
H -0.33 -4.03 -1.53
H -1.00 -6.04 -2.87
C 2.28 -5.82 -0.64
C 2.22 -6.98 -1.41
C 3.17 -7.18 -2.38
C 4.16 -6.22 -2.60
C 4.22 -5.09 -1.77
C 3.27 -4.90 -0.74
N 5.20 -6.41 -3.62
O 5.10 -7.38 -4.37
O 6.06 -5.56 -3.73
H 1.60 -5.63 0.18
H 1.39 -7.66 -1.23
H 3.17 -8.01 -3.08
H 4.97 -4.38 -2.09
H 3.25 -4.01 -0.12
*
```

Values from the calculation:
LUMO level (alpha / beta)   0.458 / 0.446 eV
HOMO-LUMO gap (alpha / beta)   6.709 / 6.758 eV
Electronic energy   -207669.1993 eV

---

DFT (ωB97M-V/def2-TZVPD) results for a structure of composition C42H35BBrCrN9O2Se.

```
! wB97M-V def2-TZVPD RIJCOSX def2/J DEFGRID3
* xyz 1 2
Cr -0.13 0.18 0.06
C -1.37 -5.17 -0.01
C -1.74 -3.73 0.16
C -2.98 -3.20 0.47
C -2.80 -1.82 0.51
N -1.51 -1.52 0.23
N -0.88 -2.71 0.02
B 0.65 -2.85 -0.20
N 1.04 -2.01 -1.44
N 0.54 -0.76 -1.59
C 0.93 -0.32 -2.79
C 1.71 -1.29 -3.40
C 1.74 -2.36 -2.52
C 2.40 -3.69 -2.67
C 0.49 0.98 -3.36
C -0.82 1.13 -3.79
C -1.24 2.33 -4.33
C -0.35 3.39 -4.45
C 0.97 3.24 -4.04
C 1.39 2.03 -3.50
N 1.30 -2.23 1.06
N 0.82 -1.02 1.35
C 1.26 -0.66 2.55
C 2.09 -1.68 3.04
C 2.07 -2.67 2.06
C 2.73 -4.00 2.04
C 0.79 0.62 3.08
C -0.51 1.02 2.76
C -0.98 2.27 3.10
C -0.15 3.15 3.79
C 1.13 2.75 4.14
C 1.61 1.49 3.78
C -3.87 -0.84 0.71
C -3.54 0.57 0.35
C -4.67 1.65 0.38
C -6.02 1.10 0.73
C -6.19 -0.16 1.11
C -5.11 -1.15 1.10
H -2.26 -5.78 0.12
H -0.63 -5.48 0.72
H -0.96 -5.35 -1.00
H -3.89 -3.75 0.62
H 0.97 -3.98 -0.34
H 2.16 -1.24 -4.38
H 2.95 -3.72 -3.61
H 1.67 -4.49 -2.68
H 3.10 -3.88 -1.86
H -1.51 0.30 -3.69
H -2.27 2.44 -4.66
H -0.68 4.33 -4.87
H 1.67 4.05 -4.14
H 2.42 1.91 -3.18
H 2.60 -1.72 3.99
H 3.38 -4.11 2.91
H 3.33 -4.13 1.14
H 1.99 -4.81 2.07
H -1.19 0.29 2.30
H -1.99 2.57 2.85
H -0.50 4.13 4.07
H 1.78 3.43 4.68
H 2.63 1.20 4.02
H -2.72 0.90 1.00
H -4.42 2.43 1.11
H -6.85 1.80 0.70
H -7.18 -0.50 1.40
H -5.36 -2.17 1.38
Br 4.31 3.26 2.09
C 4.47 1.50 1.44
C 5.50 0.71 1.93
C 5.66 -0.59 1.46
C 4.79 -1.09 0.51
C 3.75 -0.31 0.04
C 3.58 0.99 0.50
C 2.45 1.80 -0.06
O 2.58 2.82 -0.68
O 1.25 1.29 0.22
H 6.18 1.11 2.67
H 6.47 -1.19 1.84
H 4.93 -2.10 0.12
H 3.07 -0.70 -0.71
Se -4.53 0.84 -2.11
N -4.67 2.34 -0.97
C -3.32 2.87 -1.08
C -2.85 4.16 -1.02
C -1.46 4.31 -0.95
C -0.63 3.22 -0.82
N -1.10 1.95 -0.85
C -2.39 1.84 -1.08
N -2.98 0.56 -1.05
H -3.52 5.01 -1.00
H -1.02 5.30 -0.93
H 0.44 3.33 -0.70
*
```

Values from the calculation:
LUMO level (alpha / beta)   -4.002 / -3.424 eV
HOMO-LUMO gap (alpha / beta)   6.875 / 7.454 eV
Electronic energy   -226111.7460 eV

---

Copy entry 1 word for word.
DFT (ωB97M-V/def2-TZVPD) results for a structure of composition C42H35AsClEuN9S2 at a distorted geometry.

```
! wB97M-V def2-TZVPD RIJCOSX def2/J DEFGRID3
* xyz 2 8
Eu -0.60 0.18 0.55
N -1.19 3.23 3.80
C -0.54 2.14 3.39
N -0.91 1.88 2.14
C -1.74 2.92 1.82
N -1.93 3.82 2.81
C -2.29 3.07 0.48
C -3.08 4.20 0.25
N -3.73 4.37 -0.88
C -3.55 3.49 -1.86
C -2.74 2.37 -1.64
N -2.16 2.13 -0.45
H -1.13 3.64 4.73
H 0.16 1.56 3.99
H -3.17 4.98 1.01
H -4.09 3.72 -2.79
H -2.57 1.61 -2.43
S -1.77 -3.48 3.88
C -0.89 -2.07 3.23
N -1.60 -1.23 2.53
C -2.99 -1.53 2.58
C -4.00 -0.84 1.90
C -5.28 -1.47 1.89
C -5.53 -2.69 2.58
C -4.50 -3.30 3.28
C -3.24 -2.73 3.30
H 0.19 -1.98 3.30
H -3.78 0.09 1.39
H -6.05 -0.98 1.29
H -6.51 -3.18 2.57
H -4.70 -4.21 3.82
C 6.07 1.00 -2.97
C 5.45 -0.22 -3.23
C 4.08 -0.37 -2.95
C 3.37 0.67 -2.34
C 4.02 1.87 -2.06
C 5.33 2.05 -2.40
As 1.44 0.54 -1.92
C 0.95 -1.03 -2.99
C 1.16 -2.35 -2.63
C 0.61 -3.37 -3.41
C -0.30 -3.07 -4.46
C -0.51 -1.75 -4.82
C 0.10 -0.71 -4.08
C -0.08 0.72 -4.31
C -0.92 1.27 -5.31
C -1.01 2.66 -5.42
C -0.27 3.51 -4.56
C 0.54 2.93 -3.58
C 0.63 1.56 -3.41
H 7.15 1.11 -3.09
H 6.01 -1.05 -3.64
H 3.55 -1.27 -3.25
H 3.46 2.68 -1.60
H 5.79 3.01 -2.27
H 1.75 -2.56 -1.75
H 0.84 -4.41 -3.15
H -0.82 -3.86 -5.01
H -1.13 -1.49 -5.65
H -1.45 0.62 -6.01
H -1.64 3.14 -6.15
H -0.28 4.59 -4.65
H 1.16 3.56 -2.97
C 6.19 -0.40 4.41
C 4.71 -0.11 4.26
C 3.99 0.54 5.28
C 2.58 0.65 5.11
N 1.99 0.26 3.95
C 2.67 -0.31 2.98
S 1.98 -0.94 1.50
N 4.06 -0.46 3.12
C 1.71 1.22 6.15
H 6.52 0.01 5.38
H 6.80 0.06 3.59
H 6.38 -1.51 4.40
H 4.44 0.84 6.21
H 4.54 -0.89 2.35
H 2.25 1.35 7.08
H 0.83 0.55 6.32
H 1.35 2.24 5.84
Cl -2.19 -5.53 0.04
C -2.60 -4.00 -0.68
C -3.65 -3.87 -1.63
C -3.88 -2.58 -2.16
C -3.06 -1.52 -1.79
N -2.00 -1.68 -0.93
C -1.73 -2.92 -0.46
H -4.26 -4.73 -1.87
H -4.70 -2.38 -2.86
H -3.18 -0.52 -2.22
H -0.86 -3.02 0.18
*
```

Values from the calculation:
LUMO level (alpha / beta)   -5.389 / -5.388 eV
HOMO-LUMO gap (alpha / beta)   6.971 / 6.975 eV
Electronic energy   -171883.6926 eV

---

Q: What is the electronic energy in the third record?
A: -226111.7460 eV